No. 1
Density functional theory data (ωB97M-V/def2-TZVPD) for one molecule with the formula C19H17Cl2N3O4.

Last column: Mulliken charge in e.
Element x y z (Å)
C (2.4565, 4.4242, -2.4130)  -1.290
C (2.0986, 3.5256, -1.1448)  0.409
C (1.5377, 2.2582, -1.2568)  -0.016
C (1.2131, 1.4654, -0.2107)  0.216
O (0.5357, 0.2850, -0.4763)  -0.285
C (0.1047, -0.4682, 0.6036)  -0.945
C (-1.0742, -1.3926, 0.1746)  1.201
C (-1.2533, -2.7732, 0.1114)  -0.496
C (-0.2177, -3.8282, 0.4225)  0.204
C (0.4138, -4.7141, -0.5464)  0.150
Cl (-0.1529, -4.7847, -2.1997)  -0.171
C (1.3015, -5.6904, 0.0434)  -0.406
C (1.6418, -5.6776, 1.4248)  -0.393
C (1.0274, -4.7303, 2.3214)  -0.680
C (0.1214, -3.8809, 1.7812)  0.814
Cl (-0.8609, -3.1023, 2.9053)  -0.196
N (-2.4813, -3.1083, -0.3276)  -0.681
O (-3.1648, -1.8199, -0.6633)  -0.271
C (-2.3731, -0.8955, -0.3232)  -0.262
C (-2.7761, 0.5561, -0.5835)  1.047
C (-2.9317, 1.2754, 0.7652)  -1.350
C (-4.0641, 0.7483, -1.4175)  -1.409
N (1.5879, 1.7129, 1.0509)  -0.435
C (2.1688, 2.8806, 1.2787)  -0.854
C (2.4504, 3.7869, 0.2346)  0.467
N (2.8025, 5.0596, 0.6392)  0.835
O (2.3962, 5.6447, 1.6173)  -0.523
O (3.7726, 5.6327, -0.0555)  -0.564
H (3.0206, 3.8516, -3.0341)  0.416
H (1.6003, 4.8657, -2.9335)  0.316
H (3.1253, 5.2563, -2.0907)  0.332
H (1.2133, 1.8943, -2.3056)  0.337
H (-0.2044, 0.0325, 1.4347)  0.488
H (0.9159, -1.1757, 0.8825)  0.345
H (1.8598, -6.5058, -0.5238)  0.296
H (2.2316, -6.4865, 1.7907)  0.395
H (1.2289, -4.9738, 3.3946)  0.325
H (-1.8349, 1.0467, -1.0752)  0.035
H (-2.8865, 2.4063, 0.6386)  0.270
H (-2.1776, 0.8931, 1.3891)  0.395
H (-3.9550, 1.0624, 1.2230)  0.391
H (-3.9998, 1.7249, -1.8209)  0.437
H (-4.0425, -0.0068, -2.2749)  0.331
H (-4.8666, 0.6101, -0.6901)  0.319
H (2.4911, 3.1155, 2.2398)  0.462

Charge: 0
Energy relative to the best compared isomer or geometry (same formula, charge and spin), kJ/mol: 774.0
SMILES string: Cc1cc(OCc2c(-c3c(Cl)cccc3Cl)noc2C(C)C)ncc1[N+](=O)[O-]
HOMO, Eh: -0.3271
2S+1: 1


No. 2
Density functional theory data (ωB97M-V/def2-TZVPD) for one molecule with the formula C19H17ClIN5O2.

Last column: Mulliken charge in e.
Element x y z (Å)
O (4.9980, 1.1597, -3.7953)  -0.551
C (3.9665, 0.9007, -2.8515)  -0.926
C (3.3598, -0.5401, -2.9242)  1.184
C (4.0163, -1.7589, -2.2315)  -1.068
C (2.6396, -1.1924, -1.8642)  -0.670
C (1.3556, -1.7900, -2.4999)  0.282
N (0.1866, -1.4004, -1.7010)  -0.069
C (-0.5916, -0.2871, -1.9731)  -0.244
N (-1.4193, 0.0345, -1.0455)  -0.682
C (-1.0860, -0.9597, -0.0793)  1.358
C (-1.5270, -1.1398, 1.2539)  -0.096
N (-2.2966, -0.1695, 1.8103)  -0.155
C (-2.7567, -0.0947, 3.2076)  -0.805
C (-2.9814, 1.3247, 3.4882)  0.708
C (-4.3152, 1.7026, 3.5538)  -0.802
C (-4.5308, 3.0432, 3.9407)  -0.356
C (-3.4921, 3.9629, 4.2000)  -0.400
C (-2.2175, 3.4791, 4.0800)  -0.179
I (-0.4891, 4.9086, 4.3524)  -0.013
C (-1.9189, 2.1667, 3.7677)  -0.220
N (-1.0460, -2.1839, 1.9856)  -0.518
C (-0.5109, -3.1795, 1.3464)  -0.032
Cl (-0.1497, -4.6187, 2.3926)  -0.183
N (0.0842, -3.0004, 0.1315)  -0.729
C (-0.2172, -1.9286, -0.5540)  0.445
C (1.3333, -1.4296, -3.9286)  -0.741
O (1.5223, -0.1587, -4.4277)  -0.432
C (2.6663, -0.8297, -4.1922)  -0.237
H (4.6371, 1.4067, -4.6905)  0.348
H (3.1388, 1.6003, -2.9433)  0.321
H (4.4027, 1.1267, -1.8732)  0.392
H (4.1861, -2.7012, -2.8700)  0.211
H (4.8314, -1.6218, -1.4558)  0.307
H (2.6248, -0.6966, -0.8557)  0.375
H (1.3600, -2.8685, -2.4059)  0.404
H (-0.4020, 0.4300, -2.7651)  0.499
H (-2.5844, 0.4921, 1.1857)  0.323
H (-3.7332, -0.6350, 3.2868)  0.289
H (-1.9787, -0.4268, 3.9174)  0.339
H (-5.2230, 1.1532, 3.4783)  0.359
H (-5.5647, 3.3344, 4.0923)  0.350
H (-3.7454, 5.0009, 4.5522)  0.306
H (-0.8840, 1.8114, 3.6140)  0.406
H (1.1410, -2.1858, -4.6428)  0.422
H (3.2109, -1.2409, -5.0670)  0.481

Charge: 0
SMILES string: OC[C@@]12C[C@@H]1[C@@H](n1cnc3c(NCc4cccc(I)c4)nc(Cl)nc31)[C@H]1O[C@H]12
HOMO, Eh: -0.3068
2S+1: 1


No. 3
Density functional theory data (ωB97M-V/def2-TZVPD) for one molecule with the formula C19H17ClN2O5S.

Last column: Mulliken charge in e.
Element x y z (Å)
C (1.1268, 3.2094, -1.9015)  -0.863
O (1.2478, 1.8495, -1.5092)  -0.222
C (1.8098, 1.6411, -0.3011)  0.461
O (2.2079, 2.5370, 0.3996)  -0.627
C (1.8475, 0.2093, 0.0654)  -0.320
C (2.1328, -0.1305, 1.3843)  -1.357
C (2.1153, -1.4489, 1.7927)  -0.664
C (1.8078, -2.4598, 0.8848)  1.206
O (1.7496, -3.7753, 1.1801)  -0.402
C (1.9592, -4.1921, 2.5100)  -0.983
C (1.5350, -2.1259, -0.4574)  0.589
C (1.1727, -3.2121, -1.4136)  -1.267
S (-0.4573, -3.9696, -0.9836)  -0.192
C (-1.4732, -2.5891, -1.1500)  0.477
N (-2.6770, -2.4376, -0.6928)  -0.594
N (-3.0770, -1.2027, -1.0565)  -0.346
C (-2.1104, -0.6549, -1.7074)  0.487
C (-2.0044, 0.7111, -2.2976)  0.107
O (-2.7267, 1.6918, -1.6044)  -0.453
C (-2.3499, 2.0128, -0.3310)  -0.017
C (-1.3605, 1.3667, 0.3992)  0.612
C (-1.0470, 1.7926, 1.6790)  -0.935
C (-1.7211, 2.8649, 2.2328)  0.207
Cl (-1.3245, 3.3949, 3.8272)  -0.246
C (-2.7167, 3.5156, 1.5176)  -0.537
C (-3.0262, 3.0899, 0.2436)  -0.509
O (-1.0424, -1.4918, -1.8208)  -0.120
C (1.5631, -0.8022, -0.8504)  0.195
H (0.3661, 3.7068, -1.2951)  0.301
H (2.0782, 3.7274, -1.7685)  0.396
H (0.8353, 3.2040, -2.9491)  0.254
H (2.3619, 0.6593, 2.0833)  0.527
H (2.3341, -1.6850, 2.8215)  0.437
H (2.9708, -3.9513, 2.8501)  0.358
H (1.2264, -3.7461, 3.1882)  0.385
H (1.8283, -5.2727, 2.4992)  0.268
H (1.1177, -2.8523, -2.4392)  0.485
H (1.8601, -4.0537, -1.3405)  0.550
H (-0.9369, 0.9687, -2.3632)  -0.037
H (-2.4341, 0.7068, -3.3058)  0.302
H (-0.8197, 0.5263, -0.0040)  0.236
H (-0.2760, 1.2864, 2.2381)  0.517
H (-3.2414, 4.3488, 1.9575)  0.419
H (-3.7958, 3.5776, -0.3322)  0.446
H (1.3641, -0.5452, -1.8795)  0.467

Charge: 0
Energy relative to the best compared isomer or geometry (same formula, charge and spin), kJ/mol: 0.0
SMILES string: COC(=O)c1ccc(OC)c(CSc2nnc(COc3ccc(Cl)cc3)o2)c1
HOMO, Eh: -0.3135
2S+1: 1


No. 4
Density functional theory data (ωB97M-V/def2-TZVPD) for an isolated ion of composition C19H17F4N2S and charge +1.

Last column: Mulliken charge in e.
Element x y z (Å)
C (1.2184, 0.2990, 2.6214)  -0.994
C (1.2281, -0.5062, 1.3509)  -0.247
N (0.0299, -0.2185, 0.5577)  0.482
C (-1.1418, -0.0547, 1.2407)  0.346
N (-1.1752, -0.0138, 2.5730)  0.027
C (-0.0065, 0.0063, 3.4315)  -0.569
C (-2.4641, 0.1205, 3.2319)  -0.788
C (-3.5080, 0.2240, 2.1304)  -0.436
S (-2.7100, -0.0122, 0.5118)  0.104
H (2.1017, 0.0526, 3.2091)  0.377
H (1.2598, 1.3610, 2.3655)  0.339
H (2.1202, -0.2528, 0.7702)  0.255
H (1.2664, -1.5885, 1.5532)  0.318
H (0.0612, -0.9639, 3.9432)  0.345
H (-0.1801, 0.7688, 4.1991)  0.391
H (-2.6518, -0.7332, 3.8977)  0.336
H (-2.4720, 1.0173, 3.8699)  0.354
H (-4.3054, -0.5216, 2.2446)  0.402
H (-3.9551, 1.2280, 2.1285)  0.334
F (-0.1371, 4.0580, -2.4251)  -0.301
C (-0.7524, 2.8302, -2.3086)  0.043
C (-2.0481, 2.6821, -2.7905)  -0.819
C (-2.5747, 1.3936, -2.8042)  0.584
F (-3.8723, 1.1957, -3.2297)  -0.305
C (-1.8667, 0.2969, -2.3239)  -0.502
C (-0.6523, 0.5270, -1.6629)  0.193
C (-0.0117, -0.5857, -0.8577)  0.167
C (1.3558, -1.0554, -1.3581)  -0.740
C (1.6325, -2.4346, -1.2666)  -0.798
C (2.9604, -2.8354, -1.3252)  0.427
F (3.2429, -4.1780, -1.1878)  -0.297
C (4.0069, -1.9338, -1.5406)  -0.737
C (3.6637, -0.6242, -1.8555)  0.344
F (4.6624, 0.2751, -2.1772)  -0.300
C (2.3334, -0.1950, -1.8915)  -0.397
C (-0.0396, 1.7766, -1.7276)  -1.252
H (-2.6170, 3.5193, -3.1807)  0.506
H (-2.2385, -0.7266, -2.4410)  0.449
H (-0.6728, -1.4602, -0.9592)  0.782
H (0.8078, -3.1501, -1.1896)  0.433
H (5.0360, -2.2675, -1.5739)  0.510
H (2.0817, 0.7502, -2.3711)  0.825
H (0.9839, 1.9299, -1.3820)  0.809

Charge: +1
HOMO, Eh: -0.4531
2S+1: 1


no.,strongest force on any atom (hartree/bohr)
1,0.1494
2,0.0765
3,0.0333
4,0.0376